Entry 1:
DFT (ωB97M-V with the def2-TZVPD basis set) results for C28H51N8O4PSbYb as an isolated structure in a non-equilibrium geometry.

```
94
Properties=species:S:1:pos:R:3:mulliken_spin:R:1
Yb -0.648 0.307 0.697 1.013
O 2.163 3.595 1.184 0.000
C 1.342 2.703 1.381 0.000
N 0.439 2.228 0.511 -0.005
C 0.321 3.027 -0.681 0.000
C -0.931 2.629 -1.452 0.000
C -1.520 3.392 -2.456 0.000
C -2.395 2.801 -3.295 0.000
C -2.876 1.507 -3.000 -0.001
C -2.325 0.831 -1.964 0.000
N -1.394 1.390 -1.203 0.003
C 1.178 2.119 2.775 -0.002
C 1.988 2.448 3.848 0.000
C 1.647 1.950 5.134 0.000
C 0.557 1.138 5.300 0.000
C -0.230 0.889 4.148 0.000
N 0.045 1.372 2.923 0.000
H 1.258 2.992 -1.241 0.000
H 0.243 4.091 -0.377 0.000
H -1.084 4.374 -2.602 0.000
H -2.787 3.387 -4.108 0.000
H -3.622 1.075 -3.553 0.000
H -2.545 -0.167 -1.780 0.001
H 2.861 3.088 3.643 0.000
H 2.248 2.180 6.045 0.000
H 0.184 0.718 6.229 0.000
H -1.136 0.314 4.221 0.000
C -5.707 2.600 0.924 0.000
N -4.497 2.295 1.684 0.000
C -3.669 3.297 2.379 0.000
C -3.835 1.122 1.464 0.000
N -2.615 0.965 1.878 -0.001
N -4.530 0.115 0.899 0.000
C -3.995 -1.166 0.687 0.000
N -4.912 -2.158 0.684 0.000
N -2.759 -1.320 0.485 0.000
H -5.828 3.718 0.948 0.000
H -6.619 2.273 1.471 0.000
H -5.608 2.227 -0.104 0.000
H -4.238 4.220 2.543 0.000
H -2.755 3.610 1.844 0.000
H -3.344 3.034 3.397 0.000
H -2.308 1.795 2.312 0.000
H -5.486 0.287 0.591 0.000
H -5.857 -1.946 0.952 0.000
H -4.743 -3.071 0.324 0.000
H -2.394 -2.272 0.533 0.000
C 0.846 0.561 -4.039 0.000
C 1.504 -0.622 -3.357 0.000
Sb 0.107 -1.563 -1.973 -0.001
C 0.765 -3.601 -1.795 0.001
C -0.197 -4.477 -0.977 0.000
C -1.373 -2.001 -3.452 0.000
C -0.696 -2.843 -4.564 0.000
H 1.509 1.359 -4.377 0.000
H 0.054 1.040 -3.441 0.000
H 0.363 0.194 -4.960 0.000
H 2.276 -0.277 -2.712 0.000
H 1.944 -1.354 -4.082 0.000
H 1.742 -3.611 -1.294 0.000
H 0.885 -4.020 -2.802 0.000
H -0.257 -4.052 0.010 0.000
H 0.133 -5.501 -0.849 0.000
H -1.203 -4.424 -1.389 0.000
H -1.598 -1.010 -3.904 0.000
H -2.227 -2.584 -3.093 0.000
H 0.206 -2.358 -4.971 0.000
H -1.363 -2.855 -5.446 0.000
H -0.581 -3.911 -4.298 0.000
C 6.070 0.773 1.983 0.000
C 4.668 1.247 1.767 0.000
O 3.888 0.043 1.308 0.000
P 2.818 -0.041 0.093 0.000
O 3.270 -1.417 -0.568 0.000
C 4.576 -1.700 -1.098 0.000
C 4.557 -3.229 -1.394 0.000
O 1.483 -0.702 0.899 -0.009
C 1.690 -1.979 1.579 0.000
C 0.432 -2.173 2.448 0.002
H 6.584 1.613 2.495 0.000
H 6.624 0.636 1.044 0.000
H 6.065 -0.114 2.606 0.000
H 4.555 2.086 1.076 0.000
H 4.237 1.520 2.730 0.000
H 5.309 -1.515 -0.318 0.000
H 4.701 -1.038 -1.986 0.000
H 4.225 -3.748 -0.484 0.000
H 5.552 -3.554 -1.610 0.000
H 3.902 -3.420 -2.262 0.000
H 2.527 -1.944 2.276 0.000
H 1.892 -2.815 0.902 0.000
H 0.351 -1.310 3.137 0.000
H 0.377 -3.067 3.032 0.000
H -0.478 -2.247 1.893 0.000
```

Output
charge: +2
gap between HOMO and LUMO (alpha / beta): 8.7 / 8.4 eV
2S+1: 2

Entry 2:
DFT (ωB97M-V with the def2-TZVPD basis set) results for C9H18N as an isolated structure in a non-equilibrium geometry.

```
28
Properties=species:S:1:pos:R:3:mulliken_charge:R:1
C 1.801 -1.311 -0.545 -0.632
C 0.883 -0.611 -1.201 -0.682
C 1.219 -1.930 0.700 -0.956
C -0.402 -0.635 -0.544 0.904
C -1.403 -0.924 -1.663 -1.700
C -0.265 2.094 -0.786 -1.432
C 1.096 1.167 1.172 -1.592
C -1.445 1.082 1.398 -1.517
C -0.259 1.147 0.409 1.381
N -0.217 -1.606 0.631 -0.096
H 2.757 -1.286 -0.943 0.528
H 1.033 0.050 -2.127 0.458
H 1.280 -2.977 0.535 0.446
H 1.761 -1.635 1.561 0.358
H -2.433 -0.815 -1.408 0.397
H -1.188 -1.734 -2.338 0.447
H -1.300 -0.126 -2.377 0.437
H -1.270 2.039 -1.306 0.333
H 0.512 1.870 -1.671 0.194
H -0.068 3.070 -0.447 0.522
H 1.289 0.276 1.780 0.335
H 1.922 1.260 0.439 0.408
H 1.191 2.031 1.855 0.473
H -2.250 0.383 1.118 0.263
H -2.000 2.042 1.336 0.425
H -0.948 0.872 2.354 0.439
H -0.792 -2.547 0.508 0.458
H -0.504 -1.245 1.561 0.404
```

Output
charge: +1
energy above the lowest of the compared OMol25 structures with the same formula, charge and spin: 2.193 eV
gap between HOMO and LUMO: 9.4 eV
2S+1: 1

Entry 3:
DFT (ωB97M-V with the def2-TZVPD basis set) results for a 2-piece molecular cluster, C5H12N2O2 overall in a non-equilibrium geometry.

```
21
Properties=species:S:1:pos:R:3:mulliken_charge:R:1
C 1.945 0.037 0.900 -0.606
C 1.247 -0.318 -0.176 -0.875
C -0.248 -0.466 -0.313 1.793
C -0.561 -1.938 -0.605 -1.770
O -0.660 0.277 -1.455 -0.616
C -1.025 0.035 0.933 -1.212
N -2.460 0.085 0.759 -0.634
H 1.485 0.200 1.855 0.272
H 3.019 0.131 0.862 0.286
H 1.760 -0.457 -1.121 0.371
H -1.632 -2.076 -0.721 0.435
H -0.200 -2.566 0.204 0.342
H -0.082 -2.233 -1.534 0.416
H -0.427 1.205 -1.314 0.429
H -0.689 1.050 1.160 0.392
H -0.801 -0.609 1.785 0.442
H -2.679 0.587 -0.097 0.299
H -2.846 -0.849 0.671 0.281
N 1.279 2.692 -0.850 -0.181
O 1.367 2.182 0.260 -0.079
H 2.206 3.033 -1.202 0.216
```

Output
charge: 0
energy above the lowest of the compared OMol25 structures with the same formula, charge and spin: 5.136 eV
structure (SMILES): C=C[C@](C)(O)CN.N=O
gap between HOMO and LUMO: 8.3 eV
2S+1: 1

Entry 4:
DFT (ωB97M-V with the def2-TZVPD basis set) results for C4H4LuO5 as an isolated structure in a non-equilibrium geometry.

```
14
Properties=species:S:1:pos:R:3:mulliken_charge:R:1
O -2.875 -2.145 0.422 -0.527
C -1.704 -1.786 0.297 0.942
O -0.715 -2.249 0.974 -0.622
O -1.443 -0.883 -0.672 -0.296
C -0.079 -0.589 -1.140 -0.332
H -0.015 -1.084 -2.124 0.367
C 0.002 0.911 -1.373 -0.914
H -0.976 1.356 -1.632 0.316
H 0.391 1.452 -0.497 0.158
H 0.682 1.112 -2.215 0.326
C 1.839 1.861 2.488 0.767
O 2.639 1.124 2.085 -0.460
O 1.045 2.586 2.921 -0.283
Lu 1.209 -1.665 0.467 1.557
```

Output
charge: +1
energy above the lowest of the compared OMol25 structures with the same formula, charge and spin: 0.440 eV
gap between HOMO and LUMO: 6.6 eV
2S+1: 1

Entry 5:
DFT (ωB97M-V with the def2-TZVPD basis set) results for C4H9NO2 as an isolated structure.

```
16
Properties=species:S:1:pos:R:3:mulliken_charge:R:1
C 1.744 0.018 -0.747 -1.264
C 0.815 0.053 0.443 0.992
O 0.880 1.261 1.056 -0.499
O 0.724 -0.988 1.242 -0.756
H 0.447 1.139 1.916 0.392
H 1.656 0.918 -1.353 0.352
H 2.759 -0.050 -0.344 0.362
H 1.557 -0.864 -1.354 0.296
N -1.844 0.867 0.305 -0.656
C -0.984 -0.033 -0.414 -0.012
C -0.832 -1.336 0.093 -0.511
H -2.799 0.855 -0.034 0.226
H -1.499 1.818 0.244 0.228
H -0.819 0.119 -1.479 0.379
H -1.391 -1.665 0.957 0.228
H -0.413 -2.114 -0.530 0.241
```

Output
charge: 0
energy above the lowest of the compared OMol25 structures with the same formula, charge and spin: 4.090 eV
gap between HOMO and LUMO: 8.4 eV
2S+1: 1

Entry 6:
DFT (ωB97M-V with the def2-TZVPD basis set) results for a 3-piece molecular cluster, C4H13NO2 overall in a non-equilibrium geometry.

```
20
Properties=species:S:1:pos:R:3:mulliken_charge:R:1
C -0.246 -0.059 2.302 -0.271
N 0.660 -0.334 1.476 -0.395
C 0.294 -0.702 0.097 -0.871
C -0.022 0.558 -0.742 -0.482
C -0.233 0.180 -2.222 -1.146
H -1.310 -0.081 2.017 0.105
H -0.131 -0.274 3.364 0.271
H -0.480 -1.469 0.143 0.583
H 1.209 -1.172 -0.264 0.406
H 0.929 1.088 -0.632 0.332
H -0.775 1.249 -0.365 0.491
H -1.157 0.648 -2.565 0.274
H -0.296 -0.896 -2.356 0.337
H 0.536 0.589 -2.874 0.362
O 3.560 0.649 1.024 -0.671
H 2.615 0.445 1.103 0.388
H 3.632 1.040 0.147 0.319
O -2.861 -0.775 -0.160 -0.597
H -2.345 0.013 0.029 0.249
H -3.580 -0.698 0.476 0.318
```

Output
charge: 0
energy above the lowest of the compared OMol25 structures with the same formula, charge and spin: 1.684 eV
structure (SMILES): C=NCCC.O.O
gap between HOMO and LUMO: 10.3 eV
2S+1: 1